{"formula": "C40H56BGeN10O4Sr", "method": "wB97M-V/def2-TZVPD", "species": ["Sr", "C", "C", "N", "N", "C", "B", "N", "C", "C", "C", "N", "N", "C", "C", "C", "N", "N", "C", "C", "C", "N", "H", "H", "H", "H", "H", "H", "H", "H", "H", "H", "H", "H", "C", "C", "C", "C", "O", "Ge", "O", "C", "C", "C", "C", "O", "C", "C", "C", "C", "H", "H", "H", "H", "H", "H", "H", "H", "H", "H", "H", "H", "H", "H", "H", "H", "H", "H", "H", "H", "H", "H", "H", "H", "H", "H", "H", "C", "C", "C", "C", "C", "C", "N", "N", "C", "C", "C", "C", "C", "C", "H", "H", "H", "H", "H", "H", "H", "H", "H", "C", "C", "C", "O", "C", "H", "H", "H", "H", "H", "H", "H", "H"], "positions_angstrom": [[-0.01807, 0.12212, -0.03633], [-2.48483, 2.82739, -3.13453], [-2.14318, 1.62454, -2.51586], [-1.38093, 1.82670, -1.44943], [-1.22186, 3.17313, -1.35775], [-1.87359, 3.79002, -2.36003], [-0.44589, 3.70722, -0.13872], [-1.15759, 3.14115, 1.13330], [-2.03344, 3.84499, 1.88553], [-2.72088, 2.97298, 2.69665], [-2.20753, 1.72004, 2.35438], [-1.27413, 1.81974, 1.41692], [1.06274, 3.29170, -0.26711], [2.04299, 4.09650, -0.72389], [3.18850, 3.34470, -0.89086], [2.80453, 2.05752, -0.51878], [1.52797, 2.02829, -0.14392], [-0.43857, 5.22398, -0.00739], [0.15678, 5.90165, 1.00781], [0.01128, 7.24147, 0.76309], [-0.69541, 7.29123, -0.45461], [-0.95956, 6.08194, -0.91240], [-3.09012, 2.98476, -4.00913], [-2.40318, 0.61902, -2.79090], [-1.86305, 4.86454, -2.42710], [-2.11544, 4.91227, 1.78344], [-3.48081, 3.21005, 3.41909], [-2.47034, 0.75312, 2.75327], [1.85888, 5.14227, -0.89823], [4.14989, 3.68389, -1.23186], [3.37937, 1.14425, -0.52677], [0.63417, 5.37860, 1.82077], [0.35951, 8.05916, 1.36814], [-1.02076, 8.15437, -1.01168], [1.06815, 1.62351, -3.64233], [1.14325, 0.11031, -3.74864], [2.54312, -0.26786, -4.23472], [0.07740, -0.43505, -4.68509], [0.94133, -0.45666, -2.40485], [1.51704, -2.18230, -2.19922], [-1.10596, -2.83226, -1.02840], [-1.29796, -4.31094, -0.89109], [-2.67543, -4.63221, -0.33703], [-0.21901, -4.72544, 0.08658], [-1.10386, -4.96626, -2.24704], [2.21996, -1.67501, -0.58636], [3.29685, -2.42669, 0.04560], [4.50397, -1.49581, 0.07261], [2.87113, -2.79951, 1.45371], [3.66868, -3.68386, -0.73742], [1.24890, 2.05875, -4.62691], [0.09357, 1.95614, -3.30218], [1.83126, 1.99768, -2.96171], [2.76343, 0.23195, -5.17839], [3.29147, 0.04409, -3.50347], [2.64522, -1.34169, -4.42433], [0.19725, -0.01050, -5.68266], [0.14856, -1.52262, -4.77712], [-0.91515, -0.17542, -4.32036], [-2.85734, -4.14468, 0.61954], [-3.47012, -4.36748, -1.03569], [-2.72780, -5.70850, -0.17145], [-0.41984, -4.32970, 1.08165], [-0.17242, -5.81329, 0.14733], [0.75246, -4.36676, -0.24591], [-1.86612, -4.64931, -2.95731], [-0.11560, -4.74956, -2.65431], [-1.19840, -6.04705, -2.13660], [4.31233, -0.62173, 0.69277], [5.37300, -2.01094, 0.48434], [4.75023, -1.16424, -0.93741], [2.53113, -1.92096, 2.00108], [2.07012, -3.53857, 1.43263], [3.71256, -3.23784, 1.99286], [4.01572, -3.44557, -1.74626], [4.48667, -4.19462, -0.22896], [2.84087, -4.39006, -0.81079], [-1.20057, -2.58185, 5.50393], [-0.16232, -2.76658, 4.60373], [-0.33927, -2.42919, 3.27009], [-1.56384, -1.94157, 2.84434], [-2.61790, -1.76445, 3.73721], [-2.42225, -2.07529, 5.07131], [-1.67583, -1.64924, 1.44519], [-2.84432, -1.69721, 1.03020], [-3.04616, -1.53687, -0.37441], [-4.25102, -0.93675, -0.73622], [-4.64773, -0.88651, -2.05864], [-3.83572, -1.44371, -3.03829], [-2.63680, -2.04527, -2.69371], [-2.23837, -2.12509, -1.36262], [-1.06286, -2.82873, 6.54791], [0.78769, -3.16098, 4.93894], [0.46365, -2.53141, 2.55556], [-3.56771, -1.38636, 3.38533], [-3.22614, -1.92867, 5.77981], [-4.87589, -0.53537, 0.05058], [-5.58465, -0.41814, -2.32505], [-4.13576, -1.40830, -4.07742], [-1.99723, -2.47626, -3.45188], [1.09132, 2.10555, 3.80355], [2.47632, 2.08450, 3.12493], [2.57730, 0.66142, 2.56927], [1.23507, 0.15505, 2.51975], [0.66495, 0.64706, 3.74609], [0.38925, 2.71563, 3.23723], [1.12508, 2.48364, 4.82407], [3.28000, 2.27852, 3.83402], [2.54768, 2.82297, 2.32689], [3.16725, 0.01921, 3.23384], [2.99255, 0.60891, 1.57048], [1.09328, 0.07290, 4.57635], [-0.40710, 0.48167, 3.72583]], "mol_weight_da": 912.00, "total_charge": 1, "homo_lumo_gap_ev": 7.928, "e_tot_ha": -4538.88147, "de_lowest_kj_mol": 0.0}


{"formula": "C40H56F9O14PS6", "method": "wB97M-V/def2-TZVPD", "species": ["O", "C", "C", "C", "C", "C", "C", "C", "C", "O", "C", "C", "C", "C", "C", "C", "C", "F", "F", "C", "F", "F", "S", "F", "F", "F", "F", "F", "C", "C", "P", "O", "O", "C", "C", "H", "H", "H", "H", "H", "H", "H", "H", "H", "H", "H", "H", "H", "H", "H", "H", "O", "S", "O", "C", "C", "C", "C", "H", "H", "H", "H", "H", "H", "H", "H", "O", "S", "O", "C", "C", "C", "C", "H", "H", "H", "H", "H", "H", "H", "H", "O", "S", "O", "C", "C", "C", "C", "H", "H", "H", "H", "H", "H", "H", "H", "O", "S", "O", "C", "C", "C", "C", "H", "H", "H", "H", "H", "H", "H", "H", "O", "S", "O", "C", "C", "C", "C", "H", "H", "H", "H", "H", "H", "H", "H"], "positions_angstrom": [[7.04836, -3.75385, 0.45730], [6.17111, -3.68959, 1.28752], [6.35087, -3.03335, 2.61241], [7.15407, -1.91549, 2.78589], [7.25800, -1.34521, 4.04385], [6.59396, -1.90284, 5.13013], [5.81069, -3.03396, 4.96441], [5.67536, -3.58628, 3.69817], [4.79652, -4.77098, 3.46274], [4.67821, -5.65565, 4.27905], [4.09004, -4.76516, 2.14146], [2.77827, -5.22540, 1.98855], [1.93277, -5.62979, 3.16022], [1.61612, -4.41171, 4.03350], [0.76084, -3.41012, 3.22095], [1.63794, -2.27542, 2.67495], [1.10800, -1.53604, 1.45482], [2.08942, -1.53111, 0.48486], [0.03276, -2.13167, 0.87899], [0.78176, -0.01586, 1.56845], [0.41367, 0.42915, 0.36074], [1.90513, 0.62173, 1.92992], [-0.57263, 0.51966, 2.79021], [-1.64622, 0.64050, 1.63330], [-1.03249, -0.97431, 3.03678], [0.46819, 0.39387, 3.98185], [-0.15786, 2.03145, 2.54207], [-1.65182, 1.00523, 3.82056], [2.23466, -5.17074, 0.71127], [2.93233, -4.64278, -0.37675], [1.97490, -4.50236, -1.94689], [1.49092, -2.92709, -1.73765], [3.15149, -4.34085, -3.06163], [4.23068, -4.18750, -0.20554], [4.80125, -4.24317, 1.05914], [7.68489, -1.49900, 1.94165], [7.86463, -0.46156, 4.18437], [6.68567, -1.46467, 6.11377], [5.29653, -3.49995, 5.79314], [0.97459, -5.99001, 2.79017], [2.39059, -6.44843, 3.71192], [1.08411, -4.73527, 4.92723], [2.52081, -3.91200, 4.38939], [0.33042, -3.95667, 2.38679], [-0.04241, -3.03098, 3.84265], [2.56892, -2.72303, 2.32642], [1.90886, -1.58186, 3.46678], [1.21187, -5.46771, 0.49899], [1.84715, -2.54157, -0.92787], [3.82434, -3.68790, -2.83874], [4.81135, -3.76915, -1.01651], [-0.96201, -7.05845, -0.15473], [-1.64559, -6.14013, 0.71986], [-1.17520, -5.96818, 2.07545], [-1.74047, -4.54209, -0.07575], [-3.04569, -4.59527, -0.85879], [-4.07133, -5.24629, 0.07730], [-3.40881, -6.48926, 0.69138], [-0.85273, -4.40332, -0.69197], [-1.77327, -3.78874, 0.71083], [-3.36049, -3.60036, -1.16677], [-2.92393, -5.20556, -1.75499], [-4.34120, -4.54393, 0.86845], [-4.98341, -5.51100, -0.45403], [-3.73435, -6.69248, 1.70844], [-3.54341, -7.37554, 0.07478], [-4.91004, -2.13974, -2.72065], [-4.48897, -3.03356, -3.77309], [-4.71992, -4.45130, -3.65245], [-5.13347, -2.43512, -5.33127], [-4.05398, -1.48469, -5.83961], [-2.71466, -2.18748, -5.57491], [-2.75332, -2.71817, -4.13660], [-6.09781, -1.96613, -5.15161], [-5.25091, -3.29968, -5.98375], [-4.19173, -1.25957, -6.89566], [-4.09835, -0.54377, -5.28736], [-2.59356, -3.01869, -6.27157], [-1.87032, -1.51545, -5.71666], [-2.20311, -3.64719, -4.00898], [-2.40423, -1.97927, -3.41763], [2.93761, 6.35091, -1.47075], [3.14214, 5.94955, -0.09930], [4.32609, 6.36331, 0.60949], [1.67577, 6.35477, 0.83532], [0.79343, 5.11997, 0.69349], [1.72272, 3.91043, 0.86778], [2.96188, 4.15969, -0.00001], [1.23759, 7.25934, 0.42482], [1.97491, 6.51774, 1.87025], [-0.01490, 5.12748, 1.42335], [0.34209, 5.10186, -0.30196], [2.01475, 3.81956, 1.91589], [1.23221, 2.98269, 0.58243], [3.87433, 3.74639, 0.42173], [2.82828, 3.79628, -1.01713], [-1.99386, 7.24882, -0.21671], [-1.27886, 8.44739, -0.58655], [-0.22584, 8.95247, 0.26053], [-0.68988, 8.26789, -2.26552], [-1.83884, 8.80209, -3.11505], [-2.32586, 10.07738, -2.41074], [-2.47167, 9.75017, -0.91861], [-0.45087, 7.22165, -2.44379], [0.20801, 8.87785, -2.36008], [-1.51387, 9.00056, -4.13462], [-2.64304, 8.06445, -3.15735], [-1.58986, 10.87240, -2.54351], [-3.26947, 10.43063, -2.82273], [-2.24477, 10.59166, -0.26950], [-3.45519, 9.34982, -0.68056], [-3.21010, 4.47926, -3.23266], [-4.08674, 4.22814, -2.11396], [-5.32845, 4.94917, -1.99399], [-4.39070, 2.46423, -2.00846], [-3.26659, 1.94458, -1.11842], [-3.13569, 2.95802, 0.02790], [-3.13742, 4.35956, -0.59532], [-4.39558, 2.04997, -3.01364], [-5.36698, 2.33257, -1.54316], [-3.48074, 0.94082, -0.75382], [-2.33437, 1.90317, -1.68669], [-3.98383, 2.85365, 0.70774], [-2.22975, 2.79526, 0.60629], [-3.60162, 5.11130, 0.03603], [-2.13982, 4.69196, -0.87187]], "mol_weight_da": 1155.23, "smiles": "O=C1c2ccccc2C(=O)c2c(CCCCC(F)(F)C(F)(F)S(F)(F)(F)(F)F)cc(P(O)O)cc21.O=S1(=O)CCCC1.O=S1(=O)CCCC1.O=S1(=O)CCCC1.O=S1(=O)CCCC1.O=S1(=O)CCCC1", "homo_lumo_gap_ev": 8.463, "e_tot_ha": -6240.41991}


> What is the formula in the first record?

C40H56BGeN10O4Sr


> Which formula does entry 2 have?

C40H56F9O14PS6